The following is a quantum chemistry calculation of 10 unconnected molecules or ions with the total composition C33H89N3O10, from the Open Molecules 2025 dataset.

The value obtained for the LUMO energy is 0.481 eV. The calculation puts the energy above the lowest of the compared OMol25 structures with the same formula, charge and spin at 137.66 kJ/mol. As for the HOMO energy: -9.3 eV. Its net charge is 0. Its SMILES is COC[C@H](C)N.COC[C@H](C)N.COC[C@H](C)N.CC(C)O.CC(C)O.CC(C)O.CC(C)O.CC(C)O.CC(C)O.CC(C)O. The frontier orbital gap is 9.807 eV.

Last column: Mulliken charge in e.
Positions of all 135 atoms, in Å:
C  0.17319  1.68794  -4.67903  -0.586
C  -0.70657  0.58841  -5.28776  0.252
C  -1.41230  -0.45632  -4.37382  0.282
O  -2.08500  -1.36731  -5.25095  -0.468
C  -2.94551  -2.27382  -4.54786  -0.328
N  -1.78742  1.32985  -6.01112  -0.805
H  0.90461  1.16880  -4.05965  0.120
H  -0.35186  2.32471  -3.96704  -0.379
H  0.61726  2.35586  -5.41713  0.481
H  -0.10323  0.03301  -6.00582  0.370
H  -2.15458  0.01569  -3.73014  -0.101
H  -0.62119  -0.93421  -3.79600  0.047
H  -2.49458  -3.20239  -4.19783  0.247
H  -3.67848  -2.50003  -5.32226  0.305
H  -3.40463  -1.76925  -3.69774  -0.056
H  -2.21111  0.52600  -6.45205  0.395
H  -2.58398  1.46268  -5.40455  0.206
C  4.29609  -4.73318  5.25251  -1.440
C  3.73911  -4.95244  3.78361  0.202
C  3.86415  -3.61687  2.85174  -0.117
O  2.92039  -2.64139  3.25223  -0.476
C  2.81577  -1.56871  2.41489  -0.105
N  4.55228  -5.98935  3.21723  -0.669
H  3.74371  -3.97167  5.80302  0.316
H  5.34925  -4.45549  5.20942  0.343
H  4.13511  -5.65989  5.80332  0.382
H  2.70501  -5.29251  3.83910  0.331
H  3.61742  -3.85577  1.81725  -0.043
H  4.82808  -3.11682  2.94601  0.426
H  3.80138  -1.15137  2.20872  0.306
H  2.16777  -0.91313  2.99663  0.269
H  2.30968  -1.87314  1.49877  -0.250
H  4.26460  -6.31452  2.30530  0.263
H  5.50712  -5.70591  3.04980  0.256
C  0.36397  8.13898  1.87241  -1.677
C  0.24864  7.13678  2.99696  0.239
C  -0.69573  5.95887  2.70362  -0.077
O  -0.90362  5.30922  3.94317  -0.446
C  -1.71213  4.18951  3.71765  -0.520
N  1.61440  6.66546  3.23751  -0.760
H  -0.50938  8.77579  1.73162  0.432
H  0.67785  7.71802  0.91723  0.259
H  1.17951  8.84626  2.02322  0.438
H  -0.08101  7.60357  3.92514  0.447
H  -0.22450  5.26158  2.01093  -0.053
H  -1.55583  6.37074  2.17571  0.534
H  -2.18618  3.73069  4.58535  0.315
H  -1.07681  3.39290  3.33052  0.023
H  -2.60957  4.38355  3.13023  0.337
H  1.48541  6.04070  4.02055  0.357
H  1.83500  6.09732  2.43212  0.128
C  3.47620  -2.24435  -1.04025  -0.893
C  3.65340  -1.38158  -2.28668  0.439
C  2.69968  -1.80686  -3.38375  -0.969
O  3.46067  -0.00775  -1.92396  -0.528
H  2.42890  -2.38764  -0.77433  -0.106
H  4.04484  -1.91270  -0.17149  0.263
H  3.81491  -3.24367  -1.31364  0.588
H  4.67816  -1.51123  -2.63475  0.382
H  3.15469  -2.62454  -3.94273  0.470
H  2.46689  -1.03155  -4.11370  0.231
H  1.74746  -2.18543  -3.01219  -0.065
H  2.73884  -0.01691  -1.29113  0.344
C  -2.59163  -3.74758  1.83412  -0.896
C  -3.36089  -4.99199  1.32416  0.632
C  -4.83652  -4.70612  1.05595  -1.229
O  -2.86916  -5.35511  0.10393  -0.566
H  -2.73509  -2.85561  1.22428  -0.027
H  -1.51564  -3.86297  1.96456  0.226
H  -3.03434  -3.55877  2.81211  0.460
H  -3.23872  -5.82748  2.01345  0.266
H  -5.29997  -4.63962  2.04028  0.403
H  -5.35628  -5.54875  0.59998  0.384
H  -4.94838  -3.74092  0.56200  0.100
H  -1.93116  -5.55883  0.08792  0.291
C  0.34857  -4.72313  -1.30937  -1.347
C  0.78782  -5.79911  -0.33492  0.639
C  1.71275  -5.19732  0.72555  -0.945
O  -0.35052  -6.33402  0.32078  -0.579
H  -0.32495  -3.98701  -0.87051  0.116
H  -0.29744  -5.10833  -2.09829  0.423
H  1.17596  -4.21213  -1.80172  0.382
H  1.31457  -6.53597  -0.94127  0.220
H  2.06491  -6.02827  1.33679  0.472
H  1.30299  -4.35961  1.28986  0.190
H  2.59962  -4.82286  0.21433  0.035
H  -0.01381  -6.98760  0.93810  0.307
C  -4.16758  -0.53949  -0.83426  -0.622
C  -5.56200  -0.10061  -1.14219  0.415
C  -5.74585  1.32639  -0.74819  -1.219
O  -5.66654  -0.13088  -2.56715  -0.575
H  -3.38816  0.07763  -1.28121  -0.137
H  -3.99494  -1.57240  -1.13658  0.303
H  -4.05512  -0.50954  0.24950  0.430
H  -6.35408  -0.70896  -0.70559  0.263
H  -6.67740  1.78111  -1.08514  0.401
H  -5.06594  1.96421  -1.31300  0.020
H  -5.56356  1.41396  0.32289  0.369
H  -5.67349  -1.07590  -2.73595  0.332
C  2.61378  3.30015  3.32524  -1.160
C  3.47825  3.57242  2.13402  0.649
C  4.93793  3.03862  2.30429  -1.479
O  2.83654  2.92905  1.06583  -0.331
H  1.55713  3.56570  3.29255  0.075
H  3.15865  3.72769  4.16692  0.440
H  2.57447  2.21797  3.44941  0.320
H  3.52680  4.65044  1.98037  0.146
H  5.46078  3.53427  3.12225  0.426
H  5.46440  3.27214  1.37887  0.439
H  4.97734  1.96445  2.48514  0.257
H  3.43278  2.97902  0.31510  0.217
C  -1.48584  5.00399  -1.43765  -1.520
C  -2.46494  4.23385  -2.33524  0.754
C  -2.15219  4.56901  -3.79199  -1.412
O  -2.30259  2.82196  -2.01039  -0.308
H  -1.49500  6.09090  -1.51914  0.455
H  -0.44760  4.70472  -1.58112  0.318
H  -1.58871  4.79579  -0.37266  0.261
H  -3.47741  4.53395  -2.06518  0.246
H  -1.11531  4.36178  -4.05661  0.331
H  -2.29798  5.63046  -3.99241  0.455
H  -2.77984  4.00458  -4.48161  0.388
H  -2.71479  2.29052  -2.69542  0.015
C  -0.42298  -0.76291  -0.29260  -0.230
C  0.19307  0.63292  -0.19302  1.281
C  -0.38404  1.51264  0.90524  -1.796
O  1.58335  0.50760  -0.04359  0.158
H  -1.50702  -0.65843  -0.24771  -0.304
H  -0.06828  -1.36625  0.54303  0.204
H  -0.15565  -1.12869  -1.28398  -0.107
H  -0.01785  1.06582  -1.17088  -0.472
H  -0.01894  2.53562  0.81416  0.442
H  0.00530  1.17258  1.86486  0.475
H  -1.47190  1.52917  0.97145  0.445
H  1.89402  1.28686  0.42313  -0.121

Atoms 1-6, force components in eV/Å:
C -0.049 -1.179 1.328
C -1.416 1.730 0.329
C 1.274 0.382 -0.998
O 0.501 -0.046 1.135
C -0.165 0.616 -0.999
N 0.088 -1.529 -0.862